C25H17BrN3O4PdS | wB97M-V/def2-TZVPD

The spin multiplicity is 3. The net charge is -1. The calculation puts the LUMO energy (alpha / beta) at 1.9222 / 1.8540 eV.

Each line ends with the Mulliken spin population.
Cartesian coordinates (Å):
Pd1 0.16418 -0.57521 0.47759  1.4779
C1 3.58203 -1.32387 0.45490  0.0007
O1 2.52501 -0.41282 0.25031  0.0220
C2 2.82154 0.89924 0.00242  -0.0334
C3 4.12211 1.36658 -0.06513  -0.0046
C4 4.38457 2.70986 -0.29953  0.0049
C5 3.33268 3.59190 -0.47595  -0.0002
C6 2.03047 3.12984 -0.43130  0.0163
C7 1.73438 1.78333 -0.19251  0.0260
N1 0.41668 1.29862 -0.15476  0.0917
N2 -0.49501 2.18057 -0.14717  0.0445
C8 -1.81141 1.95077 -0.03144  -0.0442
C9 -2.45503 0.65847 0.07305  0.0495
O2 -1.87390 -0.44716 -0.13221  0.0824
C10 -3.84797 0.63446 0.40423  0.0221
C11 -4.58716 1.76107 0.51534  0.0065
C12 -4.01720 3.04857 0.29460  -0.0022
C13 -4.80254 4.21644 0.31741  0.0000
C14 -4.24913 5.44857 0.08550  0.0006
C15 -2.87540 5.55350 -0.16963  0.0005
C16 -2.08790 4.42809 -0.18879  0.0067
C17 -2.63194 3.14796 0.03197  -0.0094
H1 4.18888 -1.03725 1.31719  -0.0009
H2 4.21335 -1.40238 -0.43427  0.0015
H3 3.11398 -2.28663 0.64157  0.0027
H4 4.95014 0.68424 0.06725  -0.0006
H5 5.40908 3.05495 -0.34776  0.0005
H6 3.52216 4.64451 -0.64497  0.0000
H7 1.19822 3.80021 -0.57514  0.0045
H8 -4.29484 -0.34082 0.54827  -0.0006
H9 -5.63880 1.69051 0.76992  0.0008
H10 -5.86565 4.12135 0.51010  -0.0001
H11 -4.86361 6.34058 0.10035  0.0001
H12 -2.43393 6.52453 -0.35634  0.0001
H13 -1.02787 4.50509 -0.37619  -0.0006
S1 -1.26262 -0.79183 4.65061  0.0505
C18 -0.35882 -0.32041 3.41086  0.0401
N3 0.32580 0.05157 2.52319  0.0496
Br1 0.05780 -5.45487 2.11049  0.0008
C19 0.44884 -5.59296 0.25937  0.0030
C20 0.63374 -6.88922 -0.21072  0.0009
C21 0.91313 -7.12038 -1.54464  -0.0003
C22 1.01710 -6.05500 -2.42499  0.0004
C23 0.85003 -4.76710 -1.95416  0.0023
C24 0.56168 -4.50022 -0.61493  0.0044
C25 0.42359 -3.02611 -0.26455  -0.0274
O3 0.70725 -2.20209 -1.16734  0.0480
O4 0.05558 -2.68338 0.88795  0.0640
H14 0.55826 -7.71567 0.48254  0.0002
H15 1.05149 -8.13514 -1.89744  0.0000
H16 1.23072 -6.23060 -3.47182  0.0000
H17 0.93628 -3.91420 -2.61332  -0.0019

***

C25H17BrN5OPt | wB97M-V/def2-TZVPD

The spin multiplicity is 3. The net charge is +1. The calculation puts the LUMO energy (alpha / beta) at -3.9527 / -4.0225 eV. The energy relative to the best compared isomer or geometry (same formula, charge and spin) comes out at 0.00 kJ/mol.

Each line ends with the Mulliken spin population.
Cartesian coordinates (Å):
Pt1 0.55796 1.63854 -0.90633  0.0017
C1 4.90169 1.30793 -0.87816  -0.0008
C2 5.28387 2.63241 -0.96437  0.0020
C3 4.29737 3.60340 -0.99807  -0.0010
C4 2.96762 3.23108 -0.95907  0.0040
N1 2.59445 1.93146 -0.89508  -0.0003
C5 3.55425 1.00543 -0.84320  0.0040
C6 1.85717 4.20542 -0.97245  0.0000
C7 2.00923 5.57704 -1.00251  0.0002
C8 0.87936 6.38129 -0.99644  0.0011
C9 -0.37013 5.79007 -0.95830  -0.0001
C10 -0.45830 4.41075 -0.92968  0.0009
N2 0.63584 3.64498 -0.93877  -0.0040
H1 5.62842 0.50975 -0.83593  -0.0001
H2 6.32857 2.90975 -0.99753  0.0001
H3 4.56346 4.64800 -1.05365  0.0000
H4 3.23268 -0.01606 -0.75667  -0.0007
H5 2.99349 6.01950 -1.02811  0.0001
H6 0.97960 7.45779 -1.01944  0.0000
H7 -1.27380 6.38172 -0.95051  0.0000
H8 -1.40108 3.88337 -0.90190  0.0004
Br1 -0.32796 -4.73256 5.52577  0.0128
C11 -1.31798 -4.63865 3.92287  0.1473
C12 -2.12945 -3.53681 3.68509  -0.0839
C13 -2.79382 -3.42794 2.47761  0.1406
C14 -2.63879 -4.42135 1.49769  -0.0088
C15 -1.88758 -5.56677 1.79186  0.1528
C16 -1.21517 -5.66653 2.99332  -0.0747
N3 -3.17194 -4.32158 0.22818  0.6240
N4 -3.72053 -3.22573 -0.15822  0.5946
C17 -3.11002 -2.08432 -0.47513  -0.0160
C18 -3.91428 -0.93691 -0.64874  0.2027
C19 -3.36623 0.32206 -0.78592  -0.1257
C20 -1.98809 0.49805 -0.79503  0.2001
O1 -1.41906 1.69299 -0.87106  0.0841
C21 -1.15218 -0.63740 -0.76513  0.0656
N5 0.19507 -0.39344 -0.90902  0.0592
C22 1.00260 -1.43443 -1.01489  -0.0498
C23 0.55860 -2.75113 -0.97071  0.0776
C24 -0.77808 -3.00941 -0.76909  -0.0373
C25 -1.67424 -1.94177 -0.64524  0.0316
H9 -2.23739 -2.77106 4.44069  -0.0026
H10 -3.43892 -2.58160 2.28270  0.0081
H11 -1.82178 -6.35284 1.05065  0.0014
H12 -0.60882 -6.53426 3.21284  -0.0019
H13 -4.98663 -1.07333 -0.61780  -0.0013
H14 -3.99914 1.19447 -0.88132  -0.0032
H15 2.04861 -1.24046 -1.17929  -0.0018
H16 1.27023 -3.55370 -1.09711  0.0044
H17 -1.13874 -4.02724 -0.73937  -0.0075

***

C25H17Cl2O2PPt | wB97M-V/def2-TZVPD

The net charge is 0. The calculation puts the LUMO energy at -0.1766 eV. The energy relative to the best compared isomer or geometry (same formula, charge and spin) comes out at 0.00 kJ/mol.

Each line ends with the Löwdin charge.
Cartesian coordinates (Å):
Pt1 -0.71999 0.56486 0.67864  1.0039
Cl1 -0.66884 6.13068 5.55640  0.6549
C1 -0.96173 4.76571 4.51986  -0.6726
C2 -2.17267 4.06045 4.64681  -0.1162
C3 -2.43220 2.98895 3.84611  -0.5745
Cl2 -3.92501 2.13393 4.01922  0.7129
C4 -1.50900 2.52604 2.84804  -0.3755
O1 -1.82867 1.51156 2.14765  -0.2261
C5 -0.29174 3.26511 2.75371  -0.1280
C6 0.74384 2.95383 1.82281  -0.1854
O2 0.78093 2.04898 0.97734  -0.1706
C7 -0.04459 4.37694 3.59663  -0.0729
H1 -2.90205 4.36866 5.38321  0.1083
H2 1.62147 3.61402 1.86223  0.1337
H3 0.88788 4.91792 3.49439  0.1135
C8 0.61576 0.50150 -5.24850  -0.0813
C9 1.59295 0.86335 -4.32899  -0.0770
C10 1.48076 0.46532 -3.00766  -0.0890
C11 0.39045 -0.30080 -2.59680  -0.3449
C12 -0.58769 -0.65707 -3.51809  -0.0721
C13 -0.47183 -0.25604 -4.84253  -0.0755
P1 0.24208 -0.75457 -0.85039  0.9327
C14 1.79896 -1.57795 -0.45152  -0.3389
C15 2.41510 -2.41887 -1.37740  -0.0821
C16 3.56444 -3.10860 -1.02763  -0.0777
C17 4.10687 -2.95568 0.24226  -0.0801
C18 3.50070 -2.11418 1.16287  -0.0750
C19 2.34628 -1.42569 0.81824  -0.0862
C20 -1.18790 -1.82157 -0.60282  -0.3932
C21 -1.64232 -3.07435 -0.98010  -0.0852
C22 -2.89242 -3.46512 -0.51777  -0.0947
C23 -3.63944 -2.61638 0.29789  -0.0838
C24 -3.15604 -1.37740 0.70582  -0.0901
C25 -1.89754 -0.97882 0.27077  -0.3596
H4 0.70308 0.81290 -6.28128  0.1038
H5 2.44113 1.45760 -4.64278  0.1051
H6 2.24360 0.75029 -2.29198  0.1132
H7 -1.44134 -1.24242 -3.20027  0.1030
H8 -1.23524 -0.53677 -5.55633  0.1054
H9 2.00084 -2.52602 -2.37286  0.1094
H10 4.03992 -3.76335 -1.74613  0.1047
H11 5.00706 -3.49279 0.51177  0.1043
H12 3.92562 -1.99267 2.15056  0.1057
H13 1.86187 -0.76995 1.53182  0.0876
H14 -1.05662 -3.72442 -1.61971  0.1073
H15 -3.29306 -4.43253 -0.79156  0.0989
H16 -4.61760 -2.94016 0.63311  0.1017
H17 -3.73607 -0.75446 1.37497  0.0985

***

C25H17CuN4O2S2 | wB97M-V/def2-TZVPD

The net charge is 0. The calculation puts the LUMO energy at -0.9486 eV.

Each line ends with the Löwdin charge.
Cartesian coordinates (Å):
Cu1 0.09101 1.18259 -0.20514  0.4825
S1 2.95946 -5.83466 -0.04925  1.0592
C1 4.60770 -5.95729 -0.10915  -0.4297
C2 5.25146 -4.68571 0.09336  -0.1896
C3 4.40770 -3.67302 -0.06443  -0.0916
C4 2.94127 -4.14328 -0.11984  -0.4008
C5 1.72985 -3.21356 -0.11584  -0.1844
C6 1.86231 -1.85618 0.02056  -0.0326
N1 0.77067 -1.06169 -0.07046  0.1319
C7 -0.51493 -1.63010 -0.01679  -0.0962
C8 -0.60244 -2.99127 0.08011  -0.1946
C9 -1.82707 -3.74082 0.13778  0.0017
C10 -3.02596 -2.99994 0.00572  0.0822
C11 -3.01129 -1.36622 -0.05374  -0.1040
C12 -4.14236 -0.58704 0.19314  0.0304
C13 -3.93197 0.72196 0.27568  -0.1975
C14 -2.67167 1.22907 -0.08210  -0.1139
N2 -1.66416 0.52171 -0.18575  0.0448
C15 -1.79576 -0.88861 0.00962  -0.1147
C16 -4.97173 1.70628 0.14060  -0.4602
C17 -6.33625 1.49887 0.12665  -0.1261
C18 -7.12023 2.65022 -0.16796  -0.1866
C19 -6.36785 3.78838 0.05549  -0.4624
S2 -4.72044 3.44376 0.23438  1.0468
C20 0.49470 -3.78494 0.03748  -0.0021
H1 5.22500 -6.84223 -0.07430  0.0646
H2 6.27661 -4.47499 0.04453  0.0922
H3 4.57984 -2.66660 -0.08368  0.0691
H4 2.84099 -1.47811 0.04162  0.0939
H5 -1.56948 -4.73851 0.10789  0.0819
H6 -3.95182 -3.51292 -0.23376  0.0861
H7 -5.13072 -1.10714 0.02587  0.1518
H8 -2.38283 2.28426 -0.11294  0.1030
H9 -6.44871 0.40721 0.19592  0.1018
H10 -8.22573 2.73590 -0.31483  0.1135
H11 -6.71078 4.91730 -0.34413  0.1449
H12 0.51241 -4.83785 -0.00644  0.0877
C21 4.99165 3.19721 0.10463  -0.0626
N3 3.60621 3.35516 -0.11041  -0.0475
C22 3.12809 4.67413 0.06846  -0.0298
C23 1.78429 4.95201 0.05956  0.0122
C24 0.83477 3.83312 -0.04655  -0.4828
O1 -0.41749 3.98684 -0.14454  -0.0473
N4 1.39733 2.58701 -0.09895  0.0659
C25 2.66649 2.27236 -0.04381  -0.5688
O2 3.12767 1.18375 0.12612  0.0537
H13 5.37200 4.20978 0.25467  0.0883
H14 5.64494 2.97113 -0.69562  0.0726
H15 5.19556 2.38952 0.74400  0.0761
H16 3.84032 5.42369 0.19814  0.0912
H17 1.40135 5.94945 0.16844  0.0957